No. 1
A cluster of 9 separate species, C43H59B3BrF2NO21 in total in a non-equilibrium geometry. Source: the OMol25 dataset; level of theory: the ωB97M-V functional and the def2-TZVPD basis.

Results
energy = -167553.249 eV
structure (SMILES) = C[C@H](Br)CB1OB(c2ccccc2)OB(N(C(=O)F)C(=O)F)O1.O=C1CCCO1.O=C1CCCO1.O=C1CCCO1.O=C1CCCO1.O=C1CCCO1.O=C1CCCO1.O=C1CCCO1.O=C1CCCO1

ORCA input file:
```
! RIJCOSX wB97M-V def2-TZVPD def2/J DEFGRID3
* xyz 0 1
C -1.35 0.05 -5.99
C -0.52 0.02 -4.72
Br -1.76 0.39 -3.24
C 0.64 1.03 -4.75
B 0.45 2.20 -3.71
O 0.85 2.02 -2.39
B 0.62 3.09 -1.54
C 0.93 3.02 -0.01
C 1.93 3.88 0.43
C 2.30 3.95 1.74
C 1.64 3.15 2.65
C 0.65 2.28 2.23
C 0.26 2.21 0.90
O 0.15 4.31 -2.04
B -0.60 4.16 -3.16
N -1.93 4.88 -3.27
C -1.66 6.28 -3.53
O -1.01 7.02 -2.90
F -2.26 6.67 -4.65
C -2.66 4.74 -2.10
O -2.76 3.75 -1.46
F -3.30 5.85 -1.75
O -0.14 3.37 -4.16
H -1.78 1.04 -6.15
H -0.77 -0.24 -6.86
H -2.19 -0.62 -5.85
H -0.10 -0.98 -4.64
H 1.62 0.56 -4.67
H 0.61 1.50 -5.74
H 2.45 4.52 -0.28
H 3.07 4.65 2.03
H 1.94 3.24 3.68
H 0.18 1.68 2.99
H -0.51 1.53 0.58
O -2.43 3.59 2.47
C -3.59 3.87 2.43
C -4.27 4.74 1.40
C -5.61 5.05 2.05
C -5.83 3.81 2.92
O -4.51 3.39 3.31
H -4.38 4.16 0.48
H -3.69 5.63 1.21
H -6.42 5.23 1.35
H -5.52 5.93 2.68
H -6.30 3.00 2.37
H -6.41 4.02 3.81
O -3.56 -3.13 -3.43
C -4.23 -2.88 -2.47
C -3.87 -3.14 -1.02
C -5.23 -3.01 -0.33
C -5.95 -2.03 -1.23
O -5.44 -2.28 -2.55
H -3.17 -2.38 -0.69
H -3.44 -4.13 -0.91
H -5.17 -2.68 0.71
H -5.74 -3.97 -0.34
H -5.74 -0.99 -0.97
H -7.03 -2.17 -1.23
O 1.05 -1.12 0.14
C 2.12 -1.06 -0.41
C 2.89 0.18 -0.79
C 3.92 -0.37 -1.77
C 4.11 -1.80 -1.28
O 2.82 -2.16 -0.74
H 3.36 0.61 0.10
H 2.24 0.91 -1.25
H 4.85 0.20 -1.81
H 3.50 -0.39 -2.78
H 4.85 -1.88 -0.48
H 4.36 -2.48 -2.08
O 3.03 -4.01 -3.43
C 2.45 -4.89 -2.87
C 2.01 -4.95 -1.42
C 1.70 -6.43 -1.22
C 1.29 -6.85 -2.62
O 2.05 -6.02 -3.51
H 1.12 -4.32 -1.29
H 2.80 -4.60 -0.76
H 0.95 -6.63 -0.47
H 2.62 -6.96 -0.93
H 0.22 -6.68 -2.81
H 1.51 -7.90 -2.83
O -3.62 9.54 -10.39
C -3.35 8.96 -9.38
C -2.32 9.36 -8.34
C -2.15 8.08 -7.54
C -3.51 7.42 -7.69
O -3.98 7.82 -8.99
H -2.73 10.17 -7.74
H -1.39 9.68 -8.82
H -1.86 8.23 -6.50
H -1.38 7.45 -8.01
H -4.22 7.77 -6.94
H -3.46 6.34 -7.65
O 4.99 1.93 3.61
C 4.41 1.05 4.17
C 4.86 0.28 5.40
C 3.93 -0.93 5.40
C 2.69 -0.37 4.71
O 3.19 0.62 3.78
H 4.70 0.92 6.28
H 5.90 0.01 5.32
H 3.73 -1.33 6.38
H 4.36 -1.72 4.79
H 2.01 0.12 5.41
H 2.13 -1.13 4.16
O -0.66 -7.46 0.81
C -0.54 -6.95 1.89
C -1.60 -6.18 2.66
C -0.77 -5.46 3.72
C 0.40 -6.42 3.91
O 0.59 -7.04 2.62
H -2.31 -6.88 3.09
H -2.12 -5.48 2.00
H -1.31 -5.25 4.64
H -0.40 -4.51 3.32
H 0.18 -7.21 4.63
H 1.31 -5.92 4.20
O 3.74 -3.60 6.23
C 4.04 -4.33 7.13
C 5.11 -4.10 8.17
C 5.29 -5.49 8.77
C 3.90 -6.09 8.58
O 3.40 -5.49 7.37
H 4.74 -3.38 8.90
H 6.02 -3.73 7.71
H 5.61 -5.49 9.81
H 6.02 -6.06 8.19
H 3.22 -5.85 9.40
H 3.92 -7.17 8.46
*
```

No. 2
A structure of composition C43H60HfN2O5P2 in a non-equilibrium geometry. Source: the OMol25 dataset; level of theory: the ωB97M-V functional and the def2-TZVPD basis.

Results
energy relative to the best compared isomer or geometry (same formula, charge and spin) = 0.0 kcal per mole
energy = -78665.858 eV

ORCA input file:
```
! RIJCOSX wB97M-V def2-TZVPD def2/J DEFGRID3
* xyz 0 1
Hf 9.13 8.91 12.60
O 8.24 7.56 11.04
C 7.87 6.19 11.50
C 7.07 6.51 12.74
N 7.88 7.38 13.64
C 8.81 6.57 14.45
C 10.13 6.27 13.70
O 10.85 5.30 13.78
O 10.41 7.39 12.93
C 6.87 8.06 14.46
C 7.37 9.55 14.87
O 6.97 10.05 15.88
O 8.17 10.07 13.88
H 8.13 7.70 10.07
H 7.30 5.55 10.82
H 8.79 5.64 11.65
H 6.17 7.12 12.42
H 6.72 5.65 13.31
H 9.14 7.21 15.33
H 8.38 5.64 14.77
H 5.95 8.27 13.88
H 6.61 7.49 15.30
N 7.94 10.33 11.02
C 7.86 10.01 9.58
C 6.78 10.42 8.84
C 6.87 10.50 7.45
C 7.95 9.94 6.80
C 8.97 9.37 7.54
C 9.06 9.53 8.93
P 10.61 9.33 9.90
C 10.95 11.43 13.45
C 10.81 12.42 12.38
C 10.86 13.78 12.64
C 10.99 14.18 13.96
C 10.81 13.26 15.06
C 10.92 11.92 14.79
C 11.60 8.21 9.03
C 12.00 7.05 9.76
C 12.77 6.12 9.06
C 13.32 6.44 7.78
C 12.97 7.62 7.17
C 12.17 8.56 7.85
H 6.96 10.28 11.30
H 8.30 11.28 11.07
H 5.90 10.84 9.35
H 6.04 11.00 6.87
H 7.97 9.88 5.70
H 9.76 8.76 7.03
H 10.71 12.08 11.38
H 10.95 14.47 11.81
H 11.19 15.23 14.13
H 10.75 13.58 16.12
H 11.08 11.13 15.53
H 11.59 6.87 10.78
H 12.82 5.10 9.45
H 13.99 5.71 7.25
H 13.35 7.86 6.19
H 12.01 9.57 7.40
C 11.02 10.03 13.24
H 11.49 9.51 14.14
H 11.76 9.68 12.45
C 7.83 6.31 22.17
C 7.15 7.44 22.96
C 7.99 8.65 23.21
C 9.46 8.44 22.86
C 9.91 7.07 23.39
C 9.20 5.91 22.72
P 9.77 8.66 21.01
C 11.65 8.67 20.92
C 12.63 9.09 22.05
C 14.10 8.99 21.49
C 14.13 8.83 19.95
C 13.30 7.63 19.43
C 12.03 7.34 20.23
C 9.38 10.41 20.53
C 8.05 10.41 19.72
C 7.89 11.79 19.06
C 8.09 13.03 19.96
C 8.38 12.64 21.39
C 9.39 11.49 21.60
H 8.13 6.64 21.13
H 7.14 5.47 22.01
H 6.75 7.06 23.95
H 6.18 7.74 22.44
H 7.95 8.76 24.34
H 7.62 9.63 22.77
H 10.12 9.23 23.33
H 9.61 7.15 24.45
H 10.98 6.95 23.43
H 9.08 5.11 23.46
H 9.82 5.44 21.93
H 11.82 9.42 20.10
H 12.53 8.48 22.95
H 12.33 10.10 22.24
H 14.53 8.10 21.93
H 14.61 9.84 21.88
H 15.15 8.67 19.60
H 13.72 9.70 19.43
H 13.84 6.63 19.45
H 13.04 7.68 18.34
H 12.13 6.48 20.94
H 11.32 6.98 19.51
H 10.13 10.79 19.85
H 7.15 10.17 20.37
H 8.06 9.60 18.98
H 6.91 11.73 18.58
H 8.50 12.00 18.15
H 7.09 13.56 19.97
H 8.85 13.75 19.54
H 7.44 12.27 21.83
H 8.65 13.54 22.04
H 9.17 11.06 22.58
H 10.43 11.93 21.67
*
```

No. 3
A cluster of 11 separate species, C43H61BF5N2O40P in total in a non-equilibrium geometry. Source: the OMol25 dataset; level of theory: the ωB97M-V functional and the def2-TZVPD basis.

Results
energy = -154019.839 eV
structure (SMILES) = CC(=O)OCCCC[C@@](O[C@@](F)(CB(O)O)C(F)(F)F)([C@@H](N)C(=O)NC(=O)F)P(=O)(O)O.O=C1OCCO1.O=C1OCCO1.O=C1OCCO1.O=C1OCCO1.O=C1OCCO1.O=C1OCCO1.O=C1OCCO1.O=C1OCCO1.O=C1OCCO1.O=C1OCCO1

ORCA input file:
```
! RIJCOSX wB97M-V def2-TZVPD def2/J DEFGRID3
* xyz 0 1
C -3.78 -0.73 0.54
C -3.38 -1.19 -0.83
O -4.05 -1.94 -1.50
O -2.22 -0.66 -1.25
C -1.52 -1.47 -2.25
C -0.04 -1.11 -2.19
C 0.84 -2.32 -1.80
C 0.55 -2.78 -0.35
C 1.53 -2.26 0.74
O 1.74 -0.88 0.36
C 2.81 -0.16 0.85
F 3.20 -0.53 2.12
C 4.06 -0.16 -0.04
B 5.31 0.58 0.62
O 6.06 -0.10 1.57
O 5.75 1.84 0.30
C 2.32 1.34 0.99
F 2.87 1.93 2.07
F 0.97 1.38 1.16
F 2.59 2.07 -0.12
C 0.75 -2.38 2.13
N -0.22 -3.44 2.21
C 1.61 -2.54 3.39
O 2.19 -3.53 3.72
N 1.67 -1.36 4.22
C 0.40 -0.93 4.71
O 0.09 0.16 4.83
F -0.42 -1.92 5.04
P 2.93 -3.48 0.59
O 2.37 -4.79 0.97
O 4.23 -3.12 1.44
O 3.47 -3.59 -0.91
H -4.11 0.31 0.49
H -4.54 -1.39 0.96
H -2.89 -0.72 1.18
H -1.72 -2.53 -2.08
H -1.91 -1.16 -3.22
H 0.16 -0.27 -1.51
H 0.28 -0.78 -3.17
H 0.57 -3.13 -2.46
H 1.87 -2.02 -1.96
H 0.49 -3.86 -0.30
H -0.44 -2.39 -0.13
H 4.43 -1.19 -0.17
H 3.82 0.21 -1.04
H 6.03 0.42 2.38
H 5.07 2.40 -0.10
H 0.22 -1.42 2.20
H -1.12 -3.21 1.82
H 0.13 -4.34 1.94
H 2.21 -1.62 5.04
H 4.03 -2.83 2.34
H 3.73 -2.74 -1.30
O -0.90 0.70 -4.43
C -0.78 1.79 -3.98
O -1.24 2.92 -4.57
C -1.14 3.99 -3.63
C -0.04 3.50 -2.70
O -0.18 2.08 -2.80
H -0.89 4.92 -4.13
H -2.10 4.10 -3.12
H 0.95 3.79 -3.04
H -0.17 3.82 -1.67
O -0.03 -5.16 -4.54
C 0.67 -5.75 -3.78
O 1.19 -5.21 -2.65
C 1.78 -6.27 -1.88
C 2.08 -7.30 -2.94
O 1.07 -7.03 -3.92
H 2.67 -5.92 -1.36
H 1.06 -6.61 -1.14
H 3.06 -7.16 -3.40
H 1.99 -8.32 -2.58
O -3.68 -5.03 2.12
C -3.64 -5.00 3.31
O -2.58 -5.41 4.04
C -2.79 -4.99 5.40
C -4.30 -4.86 5.46
O -4.63 -4.54 4.10
H -2.41 -5.73 6.09
H -2.28 -4.04 5.55
H -4.79 -5.79 5.73
H -4.63 -4.07 6.13
O -4.66 1.61 -1.10
C -4.83 2.76 -1.39
O -4.61 3.27 -2.62
C -5.14 4.61 -2.65
C -5.13 4.98 -1.19
O -5.27 3.71 -0.54
H -4.52 5.25 -3.26
H -6.14 4.57 -3.07
H -4.19 5.43 -0.88
H -5.95 5.64 -0.91
O 9.72 6.38 2.65
C 9.25 5.34 2.32
O 9.45 4.17 2.95
C 8.56 3.20 2.40
C 8.27 3.77 1.02
O 8.44 5.18 1.24
H 9.03 2.22 2.37
H 7.66 3.14 3.02
H 9.00 3.44 0.28
H 7.27 3.53 0.67
O -2.60 -8.08 6.10
C -1.89 -8.20 7.05
O -1.70 -9.36 7.72
C -0.62 -9.18 8.64
C -0.61 -7.68 8.84
O -1.15 -7.21 7.60
H -0.79 -9.73 9.55
H 0.30 -9.54 8.17
H -1.27 -7.36 9.65
H 0.38 -7.27 9.00
O -9.25 -2.64 -5.38
C -8.44 -2.65 -4.50
O -8.06 -3.76 -3.82
C -6.93 -3.41 -3.00
C -7.10 -1.92 -2.84
O -7.80 -1.56 -4.03
H -6.95 -3.96 -2.07
H -6.01 -3.67 -3.54
H -7.72 -1.67 -1.98
H -6.15 -1.39 -2.76
O 4.49 5.67 -2.45
C 5.64 5.94 -2.48
O 6.19 7.07 -1.96
C 7.61 6.93 -1.98
C 7.83 5.91 -3.08
O 6.60 5.17 -3.04
H 8.09 7.88 -2.17
H 7.93 6.56 -1.00
H 7.93 6.37 -4.06
H 8.68 5.26 -2.90
O 0.64 9.22 -1.68
C 1.79 9.49 -1.72
O 2.34 10.62 -1.20
C 3.76 10.48 -1.23
C 3.97 9.46 -2.33
O 2.75 8.71 -2.28
H 4.24 11.43 -1.43
H 4.10 10.11 -0.26
H 4.05 9.92 -3.32
H 4.82 8.81 -2.16
O -8.51 4.63 -2.59
C -8.72 3.46 -2.64
O -8.20 2.56 -1.77
C -8.83 1.30 -2.00
C -9.30 1.43 -3.44
O -9.49 2.85 -3.56
H -8.13 0.49 -1.84
H -9.66 1.20 -1.30
H -8.54 1.11 -4.15
H -10.22 0.90 -3.64
*
```

The records above yield lowest unoccupied orbital energy values of 0.276, -0.334, -0.160 eV, respectively.